[1]
A 2-piece molecular cluster, CH3O3S2 overall in a non-equilibrium geometry. Source: OMol25; level of theory: ωB97M-V/def2-TZVPD.

* ΔE to the lowest compared entry with this formula, charge and spin: 51.5 kcal per mole
* orbital gap: 0.28749 hartree
* highest occupied orbital energy: -4.4 eV
* net charge: -1

Positions of all 9 atoms, in Å:
C: -0.82160 0.41057 0.44778
O: 0.46396 -4.12589 1.02079
O: 2.58763 -3.98810 -0.23670
O: 1.37245 -1.74222 0.32652
S: 0.76157 0.48212 0.69241
S: 1.17850 -3.54870 -0.15489
H: -1.12523 0.64898 -0.48551
H: -1.36091 0.20336 1.42544
H: 2.01996 -1.69488 0.97652

=====

[2]
C35H29InN10O4S as an isolated structure. Source: OMol25; level of theory: ωB97M-V/def2-TZVPD.

* ΔE to the lowest compared entry with this formula, charge and spin: 15.1 kcal per mole
* orbital gap: 0.27290 hartree
* highest occupied orbital energy: -7.7 eV

Positions of all 80 atoms, in Å:
In: 0.52303 -0.39521 -0.01811
C: 2.37738 -4.36188 1.68256
C: 1.47401 -3.26929 1.20144
N: 1.85871 -2.05134 1.05488
N: 3.15626 -1.75698 1.29677
C: 3.44409 -0.47099 1.46176
N: 4.76764 -0.21006 1.53410
S: 2.35771 0.84821 1.62221
C: 0.05029 -3.55730 0.92567
C: -0.44993 -4.85106 1.02670
C: -1.80274 -5.07432 0.83026
C: -2.62689 -3.99811 0.55017
C: -2.04909 -2.74378 0.44536
N: -0.74299 -2.52545 0.61331
H: 3.33478 -3.93612 1.95641
H: 1.94686 -4.86745 2.54951
H: 2.53870 -5.10959 0.89898
H: 5.42189 -0.96345 1.41135
H: 5.07924 0.73814 1.61540
H: 0.21558 -5.67312 1.25502
H: -2.20895 -6.07641 0.90371
H: -3.69202 -4.11994 0.40209
H: -2.65815 -1.87706 0.21861
C: -1.19061 3.89748 -1.47523
C: -0.32010 4.19190 -2.51611
C: 0.76672 3.37083 -2.73951
C: 0.99677 2.28193 -1.89663
N: 0.16375 2.01799 -0.88540
C: -0.91566 2.78762 -0.70373
C: 2.12166 1.33227 -2.11067
C: 3.21236 1.70447 -2.90077
C: 4.25111 0.81910 -3.13583
C: 4.20621 -0.45422 -2.58086
C: 3.12932 -0.81948 -1.78016
C: 2.07677 0.06181 -1.52500
H: -2.07511 4.49160 -1.29002
H: -0.50650 5.03984 -3.16373
H: 1.41405 3.55126 -3.58498
H: -1.60164 2.47412 0.07388
H: 3.27013 2.70287 -3.32202
H: 5.09320 1.12002 -3.74968
H: 5.01454 -1.15540 -2.76414
H: 3.12226 -1.81017 -1.33671
C: 1.50402 -3.64483 -3.15393
C: 0.23606 -2.86353 -3.13590
N: -0.17992 -2.06038 -2.18302
C: -1.38086 -1.54697 -2.60890
C: -1.69396 -2.04883 -3.84658
N: -0.65197 -2.87320 -4.15812
C: -2.80690 -1.93725 -4.82644
O: -3.85863 -1.25408 -4.45797
O: -2.70354 -2.50241 -5.89488
C: -2.12657 -0.56017 -1.78089
O: -3.29081 -0.25580 -2.11163
O: -1.55234 -0.10234 -0.73695
H: 1.79729 -3.89956 -2.13730
H: 2.30712 -3.05090 -3.59421
H: 1.38843 -4.56059 -3.73595
H: -0.61165 -3.37579 -5.03025
H: -3.73061 -0.90506 -3.51469
N: -2.51179 8.14013 5.70370
C: -2.35942 7.08480 5.27058
C: -2.16798 5.76090 4.72749
C: -2.84427 4.67413 5.27272
C: -2.65766 3.40606 4.75475
C: -1.79779 3.21007 3.68303
C: -1.12469 4.29517 3.13100
C: -1.30559 5.56127 3.65306
N: -1.60842 1.90860 3.14682
C: -2.39191 0.78387 3.36712
C: -1.84927 -0.20419 2.61556
N: -0.74668 0.28096 1.94051
C: -0.62902 1.53677 2.28109
H: -3.51430 4.82469 6.10871
H: -3.17838 2.57101 5.20341
H: -0.46638 4.16353 2.28149
H: -0.78158 6.40410 3.22193
H: -3.25454 0.78132 4.00993
H: -2.17255 -1.22737 2.52493
H: 0.17238 2.18261 1.95891

=====

[3]
An isolated ion of composition C11H20O2PS and charge +1 in a non-equilibrium geometry. Source: OMol25; level of theory: ωB97M-V/def2-TZVPD.

* orbital gap: 0.32359 hartree
* highest occupied orbital energy: -12.7 eV
* net charge: +1

Positions of all 35 atoms, in Å:
C: -2.83408 1.95902 -2.53812
C: -2.22501 1.36416 -1.66007
S: -0.97314 0.56192 -0.61115
C: -1.34623 1.18756 1.08183
C: -0.42805 0.58584 2.23495
C: 1.13350 0.60101 1.93880
C: 1.64942 1.85896 1.13067
O: 3.09862 1.92839 1.35470
C: 3.58970 3.00837 0.60122
O: 4.47838 3.69258 1.04940
P: -1.36386 -1.55415 -0.81977
C: -0.78396 -1.95123 -2.60147
C: -0.00188 -0.73748 -3.29347
C: -0.23400 -2.59928 0.26769
C: -0.86974 -3.03958 1.66085
H: -3.64172 2.40477 -3.17415
H: -1.14294 2.30992 1.06096
H: -2.43291 1.09118 1.39012
H: -0.58655 1.26115 3.14093
H: -0.84358 -0.42033 2.52865
H: 1.64891 0.64697 2.95579
H: 1.51029 -0.36873 1.47355
H: 1.53907 1.67102 0.00903
H: 1.18134 2.84199 1.45038
H: 3.19404 3.29578 -0.43250
H: -1.63642 -2.31856 -3.24051
H: -0.04093 -2.81500 -2.53167
H: -0.76575 0.03828 -3.62445
H: 0.82149 -0.30282 -2.65680
H: 0.49399 -1.08324 -4.26044
H: 0.76916 -2.08636 0.34507
H: -0.04331 -3.56056 -0.31717
H: -0.05000 -2.91064 2.44246
H: -1.11735 -4.14483 1.64898
H: -1.74653 -2.41609 1.99572

=====

[4]
A 10-piece molecular cluster, H20O10 overall in a non-equilibrium geometry. Source: OMol25; level of theory: ωB97M-V/def2-TZVPD.

* ΔE to the lowest compared entry with this formula, charge and spin: 36.6 kcal per mole
* orbital gap: 0.40202 hartree
* highest occupied orbital energy: -10.6 eV
* structure (SMILES): O.O.O.O.O.O.O.O.O.O

Positions of all 30 atoms, in Å:
O: -2.69969 -0.51371 -0.36607
H: -2.27954 0.16997 -1.01978
H: -2.70433 0.00907 0.47775
O: -1.16706 1.25518 -2.25820
H: -0.59254 1.79606 -1.60034
H: -1.52139 1.74557 -2.97172
O: 0.52843 -1.10615 -2.47260
H: -0.14631 -0.34942 -2.67395
H: 0.03963 -1.81577 -1.99252
O: 1.98847 1.64822 0.97088
H: 2.43419 0.89749 0.47532
H: 1.69397 1.18783 1.82802
O: 2.54598 -0.60814 -0.66695
H: 1.79912 -0.79650 -1.34865
H: 3.30461 -1.01886 -1.12042
O: -0.98969 -2.31127 -0.35377
H: -1.46825 -3.15205 -0.50121
H: -1.72291 -1.65217 -0.27964
O: -0.12593 2.29946 -0.05660
H: 0.79549 1.88098 0.29433
H: -0.08801 3.27910 0.17073
O: 1.22641 -2.09882 1.35001
H: 0.46749 -2.28852 0.79344
H: 1.76824 -1.41759 0.76484
O: 0.46389 0.13951 2.52935
H: 0.28707 0.34698 3.58057
H: 0.83952 -0.81458 2.28642
O: -1.95153 1.07099 1.46239
H: -1.47576 1.64011 0.81375
H: -1.24956 0.57706 1.88462

=====

[5]
An isolated ion of composition C4H8N2S and charge +2 in a non-equilibrium geometry. Source: OMol25; level of theory: ωB97M-V/def2-TZVPD.

* ΔE to the lowest compared entry with this formula, charge and spin: 103.2 kcal per mole
* orbital gap (alpha / beta): 0.22837 / 0.22857 hartree
* highest occupied orbital energy (alpha / beta): -18.3 / -18.3 eV
* net charge: +2

Positions of all 15 atoms, in Å:
C: -0.55658 -1.22465 -0.02320
C: 2.14405 0.64826 0.13453
C: 0.76876 -1.75202 -0.41382
C: -2.14811 0.61059 0.45536
N: -0.84015 -0.04859 0.35329
N: 1.88121 1.82156 -0.22865
S: 2.39370 -0.85478 0.32965
H: -1.36057 -2.03000 -0.16875
H: 0.93455 -2.68175 0.01064
H: 0.87523 -1.65371 -1.50244
H: -2.10693 1.12437 1.45249
H: -3.07326 0.01764 0.46753
H: -2.43415 1.35261 -0.37529
H: 1.00179 2.23107 0.30729
H: 2.52046 2.43941 -0.79863

=====

[6]
C25H33Cl2FN3O6OsS as an isolated structure in a non-equilibrium geometry. Source: OMol25; level of theory: ωB97M-V/def2-TZVPD.

* orbital gap (alpha / beta): 0.29687 / 0.23220 hartree
* highest occupied orbital energy (alpha / beta): -16.4 / -16.4 eV
* spin multiplicity: 5
* net charge: +3

Positions of all 72 atoms, in Å:
Os: 11.98228 8.44105 9.94584
F: 12.42176 6.10649 16.33303
C: 12.54268 7.35392 15.94438
C: 12.33853 7.66196 14.63718
C: 12.63707 9.01477 14.25566
C: 12.39508 9.34399 12.88681
O: 11.92991 8.44838 12.09175
C: 12.59905 10.65301 12.47228
C: 12.97976 11.59006 13.44979
N: 13.13480 11.31662 14.74017
C: 13.34931 12.48746 15.60549
C: 14.24482 12.65263 16.79433
C: 12.80768 12.69694 16.98045
C: 12.98407 10.02309 15.15429
C: 13.16652 9.61529 16.48764
C: 12.97036 8.34030 16.91484
N: 13.25654 7.95605 18.26166
C: 14.18814 6.93507 18.56918
C: 14.72091 7.06910 19.96351
N: 13.61611 7.10385 20.92322
C: 12.51515 8.06171 20.56582
C: 12.11515 7.84458 19.15559
C: 12.43762 11.17587 11.04644
O: 12.55787 12.29464 10.75612
O: 12.09667 10.25634 10.12492
H: 11.98509 6.87782 13.95694
H: 13.11300 12.66788 13.20508
H: 13.28608 13.34843 14.94277
H: 14.83408 13.57939 16.70269
H: 14.87429 11.88840 17.26019
H: 12.30594 13.70458 17.07447
H: 12.41020 11.91961 17.63420
H: 13.61470 10.29744 17.18324
H: 15.05552 7.01190 17.94416
H: 13.78244 5.89769 18.42828
H: 15.25900 8.01787 20.02112
H: 15.30249 6.15384 20.24586
H: 14.00478 7.36005 21.82149
H: 13.23866 6.14209 20.96815
H: 12.93428 9.06533 20.60618
H: 11.70621 7.94435 21.24824
H: 11.43373 8.62954 18.92079
H: 11.53728 6.88901 18.95442
Cl: 15.79642 9.98762 8.28242
C: 16.11203 8.57979 9.40366
Cl: 17.62662 8.71999 10.29299
C: 14.87040 8.69100 10.35561
O: 14.85555 9.22948 11.40363
O: 13.80174 8.12566 9.69084
H: 16.17834 7.68903 8.79208
C: 8.64006 8.03844 7.13933
C: 7.63056 7.19913 7.88476
C: 7.44450 7.60562 9.27608
S: 8.80813 7.44354 10.45363
O: 9.96702 8.36205 10.01419
C: 9.38107 5.72153 10.17624
C: 10.31284 5.46516 9.01306
C: 11.74512 6.01632 9.19042
H: 8.72219 7.72414 6.11942
H: 9.63404 8.17035 7.57405
H: 8.23825 9.03445 7.05835
H: 7.89955 6.18437 7.77617
H: 6.63507 7.25444 7.39928
H: 6.69096 6.97131 9.77549
H: 7.06183 8.62023 9.44809
H: 8.43758 5.19352 10.12989
H: 9.89848 5.38489 11.04470
H: 9.88367 5.76631 8.03587
H: 10.37259 4.37003 8.94888
H: 11.88537 6.92013 8.59145
H: 12.56486 5.42792 8.78230
H: 11.97784 6.11457 10.26822